(1)
{"formula": "C45H53F5IrN5O4PSSeTe2", "method": "wB97M-V/def2-TZVPD", "elements": ["Ir", "C", "C", "C", "C", "C", "O", "C", "C", "C", "C", "C", "C", "C", "O", "C", "C", "C", "N", "C", "C", "Te", "C", "C", "C", "C", "C", "C", "C", "C", "C", "C", "C", "C", "H", "H", "H", "H", "H", "H", "H", "H", "H", "H", "H", "H", "H", "H", "H", "H", "H", "H", "H", "H", "H", "H", "H", "H", "C", "P", "C", "C", "O", "H", "H", "H", "H", "H", "H", "H", "H", "H", "C", "N", "C", "C", "S", "N", "C", "C", "H", "H", "H", "H", "H", "H", "H", "H", "H", "H", "H", "H", "F", "Te", "F", "F", "F", "F", "O", "C", "N", "C", "Se", "N", "C", "C", "C", "C", "C", "C", "H", "H", "H", "H", "H", "H", "H", "H"], "coordinates": [[0.04474, -0.99288, 1.00457], [-5.18701, 3.24090, -1.35929], [-3.93048, 2.57498, -0.84986], [-2.92681, 3.29650, -0.20939], [-1.76655, 2.68956, 0.24747], [-0.74754, 3.56544, 0.93259], [-0.47642, 4.64516, 0.45366], [-0.11734, 3.11839, 2.21488], [1.02019, 3.79407, 2.65067], [1.65213, 3.42228, 3.82629], [1.13810, 2.37876, 4.58815], [-0.01033, 1.72009, 4.16978], [-0.63950, 2.08800, 2.98946], [-1.53390, 1.32816, -0.00492], [-0.32768, 0.83912, 0.21077], [-2.56514, 0.57219, -0.56658], [-3.74139, 1.21543, -0.98317], [-2.39448, -0.85403, -0.75385], [-1.29205, -1.48938, -0.52452], [-1.18801, -2.91541, -0.89817], [-0.12396, -3.10422, -2.00784], [1.72753, -3.88773, -1.25738], [2.83465, -2.51877, -2.40217], [2.80109, -2.57882, -3.78979], [3.48079, -1.61979, -4.52355], [4.16657, -0.60331, -3.87316], [4.19965, -0.55563, -2.48656], [3.54313, -1.52720, -1.74359], [-3.60382, -1.60152, -1.23552], [-4.62682, -1.83084, -0.32107], [-5.79498, -2.45754, -0.73329], [-5.94998, -2.84162, -2.05987], [-4.92629, -2.61561, -2.97143], [-3.75144, -2.00007, -2.55885], [-5.10690, 4.32499, -1.29668], [-6.05769, 2.93368, -0.77523], [-5.38338, 2.96641, -2.39777], [-3.04371, 4.36321, -0.04423], [1.39379, 4.61384, 2.04726], [2.54017, 3.94935, 4.15814], [1.62581, 2.08629, 5.51083], [-0.42373, 0.91402, 4.76612], [-1.54180, 1.57109, 2.68059], [-4.52850, 0.63463, -1.44948], [-2.13793, -3.28021, -1.26287], [-0.94889, -3.49137, -0.00504], [0.07992, -2.15393, -2.50276], [-0.47991, -3.81748, -2.75482], [2.25810, -3.37108, -4.29880], [3.46138, -1.65161, -5.60545], [4.68282, 0.15109, -4.45586], [4.71908, 0.24724, -1.97861], [3.58718, -1.51645, -0.66403], [-4.49994, -1.50248, 0.70668], [-6.59432, -2.62955, -0.02277], [-6.86672, -3.31920, -2.38319], [-5.04570, -2.90981, -4.00804], [-2.94580, -1.82034, -3.26131], [-0.82896, -2.27332, 4.73107], [-2.07637, -1.88976, 3.51252], [-3.36966, -1.01040, 4.39452], [-2.82640, -3.42498, 2.97708], [-1.63949, -0.99290, 2.35650], [-1.31461, -2.65534, 5.63345], [-0.26716, -1.36630, 4.95905], [-0.13734, -3.02397, 4.34816], [-3.75569, -1.61279, 5.21922], [-4.18011, -0.77914, 3.69976], [-2.96770, -0.07313, 4.78613], [-3.29273, -3.92342, 3.83076], [-2.06958, -4.08592, 2.55276], [-3.58339, -3.20299, 2.22169], [-2.95854, 1.74573, -4.42555], [-1.62699, 1.18336, -4.63302], [-1.61425, -0.02700, -5.43160], [-0.58798, 1.47779, -3.78484], [0.52040, 0.30248, -3.28586], [-0.47912, 2.76866, -3.39230], [-1.05671, 3.87811, -4.14961], [0.50229, 3.18725, -2.39908], [-3.66814, 0.92937, -4.25067], [-3.30439, 2.30672, -5.29723], [-2.97035, 2.38848, -3.54978], [-2.21529, 0.14980, -6.32786], [-2.03199, -0.88366, -4.89393], [-0.59937, -0.27172, -5.72156], [-1.40245, 3.53990, -5.12083], [-0.28066, 4.62756, -4.30936], [-1.87986, 4.35256, -3.61069], [0.68635, 2.38949, -1.68901], [0.11475, 4.06185, -1.87771], [1.45107, 3.44338, -2.88187], [1.41079, -1.71434, 2.85400], [1.95872, -3.60874, 1.93474], [1.32917, -5.18934, 1.06003], [1.36064, -4.61200, 3.49528], [3.50173, -4.11410, 0.18942], [-0.00100, -3.38992, 1.95404], [1.53420, -2.65069, 0.21260], [4.81722, 2.61529, 1.01089], [4.76658, 1.33600, 1.70453], [3.71054, 0.50520, 1.73593], [2.07478, 0.80382, 0.88348], [4.04319, -0.53561, 2.50462], [5.34053, -0.38840, 2.99963], [6.10361, -1.16797, 3.85247], [7.37616, -0.70534, 4.14370], [7.85646, 0.49048, 3.59978], [7.08153, 1.26966, 2.75754], [5.80691, 0.80508, 2.47469], [3.83031, 2.84663, 0.62419], [5.52842, 2.57418, 0.18650], [5.12316, 3.39572, 1.70577], [3.37488, -1.22868, 2.78828], [5.71761, -2.09062, 4.26684], [8.01286, -1.27902, 4.80416], [8.85739, 0.81732, 3.85036], [7.46405, 2.19265, 2.33908]], "de_lowest_kcal_mol": 0.5, "charge": 1, "e_homo_ha": [-0.3607, -0.3607]}

(2)
{"formula": "C45H54BrN5OS2SiY", "method": "wB97M-V/def2-TZVPD", "elements": ["Y", "Br", "C", "C", "C", "C", "C", "C", "N", "N", "C", "C", "C", "C", "O", "C", "N", "C", "C", "C", "C", "H", "H", "H", "H", "H", "H", "H", "H", "H", "S", "C", "N", "C", "C", "N", "C", "C", "C", "C", "C", "C", "C", "C", "S", "C", "C", "C", "C", "C", "C", "C", "H", "H", "H", "H", "H", "H", "H", "H", "H", "H", "H", "H", "H", "H", "H", "H", "H", "H", "C", "C", "C", "C", "Si", "C", "C", "C", "C", "C", "C", "C", "C", "H", "H", "H", "H", "H", "H", "H", "H", "H", "H", "H", "H", "H", "H", "H", "H", "H", "H", "H", "H", "H", "H", "H", "H", "H", "H", "H"], "coordinates": [[0.53710, 0.45690, -1.78590], [7.28530, 4.98612, 4.28634], [6.46647, 5.63573, 2.71104], [7.24471, 6.21520, 1.72576], [6.63641, 6.69083, 0.57140], [5.27154, 6.53790, 0.38481], [4.49518, 5.98108, 1.39923], [5.08979, 5.53767, 2.56852], [4.69734, 7.12413, -0.79942], [3.85177, 6.55458, -1.51426], [3.57815, 5.14438, -1.49405], [4.52693, 4.15495, -1.42795], [4.18682, 2.79907, -1.55936], [2.88512, 2.40333, -1.73201], [2.52058, 1.12126, -1.82615], [1.88568, 3.41083, -1.81469], [0.58689, 2.99505, -1.97415], [-0.35738, 3.90830, -2.06863], [-0.09939, 5.28592, -2.03648], [1.18663, 5.71762, -1.87025], [2.23017, 4.77441, -1.73633], [8.31346, 6.31095, 1.86301], [7.22259, 7.16808, -0.20558], [3.42086, 5.91904, 1.28228], [4.49116, 5.11545, 3.36432], [5.56511, 4.42459, -1.29696], [4.95313, 2.03400, -1.51885], [-1.37361, 3.54910, -2.17602], [-0.91685, 5.98559, -2.14107], [1.43028, 6.77167, -1.84597], [-2.35014, 1.03453, -1.11662], [-2.59020, 0.19821, 0.31732], [-3.76879, -0.28450, 0.64587], [-3.97976, -0.91915, 1.95845], [-2.77597, -1.72954, 2.29889], [-1.60580, -0.83962, 2.30029], [-0.59374, -1.06226, 3.35587], [-1.23899, -1.18091, 4.71290], [-1.91710, -0.08808, 5.24953], [-2.52033, -0.18146, 6.49366], [-2.44471, -1.36892, 7.21438], [-1.76146, -2.45598, 6.68876], [-1.16354, -2.36266, 5.43725], [-1.42571, 0.00124, 1.30449], [0.02366, 0.82282, 1.09976], [-4.92395, -0.28386, -0.28595], [-6.22904, -0.05538, 0.43227], [-7.17788, -1.06671, 0.52431], [-8.37525, -0.84620, 1.19580], [-8.62286, 0.38594, 1.78400], [-7.67878, 1.40231, 1.69123], [-6.48812, 1.18307, 1.01564], [-4.86902, -1.53779, 1.90499], [-4.14755, -0.15132, 2.71659], [-2.62320, -2.52549, 1.56620], [-2.88112, -2.17172, 3.28393], [0.09012, -0.22358, 3.33677], [-0.02167, -1.96078, 3.11089], [-1.96284, 0.84383, 4.69110], [-3.04140, 0.67316, 6.90720], [-2.91338, -1.44211, 8.18789], [-1.69347, -3.37885, 7.25131], [-0.63031, -3.21421, 5.02643], [-4.92637, -1.24319, -0.80726], [-4.75838, 0.49389, -1.01938], [-6.98729, -2.02859, 0.05824], [-9.11195, -1.63773, 1.25704], [-9.55381, 0.55751, 2.30979], [-7.87599, 2.36874, 2.13908], [-5.75576, 1.98157, 0.93021], [3.18546, -1.92407, -0.42334], [2.10078, -2.95312, -0.77089], [2.79106, -4.28852, -1.09639], [1.26395, -3.14378, 0.50144], [0.97424, -2.30058, -2.23465], [-0.69319, -3.33077, -2.30887], [-1.63549, -2.91706, -1.16585], [-0.47537, -4.85157, -2.21487], [-1.44338, -3.02757, -3.61070], [1.90746, -2.34904, -3.94006], [3.35887, -1.87754, -3.76307], [1.23412, -1.35858, -4.90014], [1.94341, -3.73875, -4.59553], [3.77456, -2.29618, 0.42599], [2.76121, -0.96252, -0.11924], [3.87443, -1.73423, -1.24493], [3.40733, -4.61401, -0.24605], [3.45363, -4.19831, -1.96001], [2.07317, -5.08320, -1.30573], [1.93252, -3.37078, 1.34393], [0.55899, -3.97090, 0.41445], [0.70844, -2.23337, 0.75828], [-1.23006, -3.16238, -0.18398], [-2.59498, -3.44859, -1.27232], [-1.84752, -1.84253, -1.19868], [-0.11664, -5.14384, -1.22624], [0.24463, -5.21315, -2.95252], [-1.42187, -5.38484, -2.38756], [-1.65444, -1.95647, -3.71616], [-2.40839, -3.55287, -3.60973], [-0.89869, -3.35734, -4.49550], [3.42127, -0.90409, -3.26685], [3.82961, -1.77848, -4.74963], [3.95411, -2.59226, -3.19300], [1.27484, -0.32989, -4.50654], [0.19160, -1.60197, -5.10868], [1.76934, -1.34067, -5.85770], [2.40232, -4.47960, -3.93684], [2.53852, -3.70562, -5.51828], [0.95006, -4.10089, -4.86536]], "de_lowest_kcal_mol": 15.0, "charge": 1, "e_homo_ha": -0.3468}

(3)
{"formula": "C45H54CsN7S", "method": "wB97M-V/def2-TZVPD", "elements": ["Cs", "C", "C", "C", "N", "C", "C", "C", "C", "C", "C", "C", "N", "C", "C", "C", "N", "C", "C", "C", "C", "C", "C", "C", "N", "C", "C", "H", "H", "H", "H", "H", "H", "H", "H", "H", "H", "H", "H", "H", "H", "H", "H", "H", "H", "H", "H", "H", "H", "H", "H", "H", "H", "C", "C", "C", "C", "C", "C", "C", "N", "C", "C", "C", "C", "C", "C", "C", "N", "C", "C", "C", "C", "H", "H", "H", "H", "H", "H", "H", "H", "H", "H", "H", "H", "H", "H", "H", "H", "H", "H", "H", "H", "H", "H", "H", "H", "S", "C", "C", "C", "C", "C", "N", "H", "H", "H", "H"], "coordinates": [[0.48066, -0.03043, 1.30853], [1.09164, -3.25285, 2.90407], [0.08782, -4.25334, 2.33589], [-1.38168, -3.86738, 2.50102], [-1.73632, -2.58905, 1.90813], [-2.98858, -2.26189, 1.96217], [-3.98702, -3.08455, 2.62058], [-5.34284, -3.20780, 2.42692], [-6.20101, -2.56619, 1.53159], [-5.82900, -1.47939, 0.74036], [-4.65900, -0.75608, 0.71405], [-3.40814, -0.91028, 1.42761], [-2.58494, 0.06798, 1.61080], [-3.02159, 1.40511, 1.28600], [-2.05387, 2.50502, 1.74305], [-1.73727, 2.54124, 3.24287], [-0.63319, 1.67959, 3.60187], [-0.30561, 1.55909, 4.84215], [-0.99193, 2.22843, 5.92707], [-0.56607, 2.56477, 7.19139], [0.66327, 2.37073, 7.82559], [1.71416, 1.61575, 7.29896], [1.76954, 0.82462, 6.17645], [0.77305, 0.54400, 5.16127], [0.76782, -0.53226, 4.44826], [1.61941, -1.64178, 4.82887], [0.97045, -2.96311, 4.39816], [0.93819, -2.33031, 2.36375], [2.11158, -3.57400, 2.66565], [0.22648, -5.23608, 2.80651], [0.29915, -4.38654, 1.27292], [-1.61147, -3.86435, 3.57624], [-1.99830, -4.67523, 2.07556], [-3.58656, -3.74498, 3.37814], [-5.81410, -3.96235, 3.05593], [-7.22679, -2.91217, 1.47201], [-6.60325, -1.10613, 0.07092], [-4.66740, 0.09939, 0.04865], [-4.00104, 1.60630, 1.75281], [-3.17599, 1.53197, 0.20158], [-2.53705, 3.45390, 1.47458], [-1.13090, 2.47859, 1.15729], [-2.65457, 2.24999, 3.77811], [-1.53014, 3.58124, 3.54431], [-1.99396, 2.55734, 5.68082], [-1.30270, 3.11370, 7.77718], [0.80904, 2.83131, 8.79635], [2.62649, 1.61667, 7.89446], [2.70464, 0.29662, 6.02598], [1.78541, -1.66575, 5.91595], [2.61472, -1.55412, 4.36379], [-0.08217, -2.89782, 4.68222], [1.40883, -3.78889, 4.97286], [2.51785, -0.94616, -5.94801], [1.83564, -1.94485, -5.01340], [0.98864, -2.90513, -5.85776], [2.92372, -2.72892, -4.26143], [0.96409, -1.25611, -3.97043], [0.24326, -2.01397, -3.06078], [-0.36013, -1.39701, -1.97985], [-0.32578, -0.08496, -1.77151], [0.29174, 0.65271, -2.68572], [0.94209, 0.11985, -3.79118], [0.35848, 2.11726, -2.41028], [0.14070, 3.04713, -3.41641], [0.23034, 4.41075, -3.14501], [0.54997, 4.76368, -1.84082], [0.75473, 3.76240, -0.89743], [0.67030, 2.46876, -1.15929], [-0.02219, 5.42897, -4.25311], [-1.44367, 5.24210, -4.79993], [0.99244, 5.20309, -5.38237], [0.11908, 6.86730, -3.75576], [3.12177, -1.48902, -6.67883], [3.18134, -0.27689, -5.39830], [1.78849, -0.34207, -6.49397], [1.62071, -3.41975, -6.58636], [0.20886, -2.36343, -6.39855], [0.50557, -3.66069, -5.23806], [3.59303, -3.22101, -4.97337], [2.49141, -3.49051, -3.61078], [3.51052, -2.06147, -3.62645], [0.22979, -3.09446, -3.11701], [-0.82749, -1.99239, -1.19945], [1.50245, 0.78066, -4.43744], [-0.11793, 2.69075, -4.40608], [0.63876, 5.79555, -1.53213], [1.00422, 4.02515, 0.12598], [-1.58624, 4.24164, -5.20895], [-1.63872, 5.96615, -5.59534], [-2.18259, 5.38842, -4.01012], [0.90769, 4.19897, -5.79881], [2.01249, 5.32785, -5.01437], [0.82472, 5.92183, -6.18895], [-0.59571, 7.08783, -2.96107], [-0.07098, 7.55786, -4.58046], [1.12410, 7.06363, -3.37795], [3.83712, -0.28602, -0.53322], [3.53245, -1.97836, -0.55953], [4.60386, -2.91384, -0.58486], [4.35707, -4.26118, -0.67817], [3.03741, -4.71657, -0.73551], [2.04799, -3.75258, -0.66902], [2.25921, -2.44328, -0.57438], [5.61382, -2.52951, -0.54027], [5.18374, -4.96452, -0.70395], [2.79014, -5.76796, -0.80293], [1.00169, -4.05583, -0.67905]], "de_lowest_kcal_mol": 2.7, "charge": -2, "e_homo_ha": -0.0416}